303
Properties=species:S:1:pos:R:3:forces:R:3:mulliken_charge:R:1 method="wB97M-V/def2-TZVPD" total_charge=0 total_energy_ha=-5202.143915 homo_lumo_gap_ev=8.7 mol_weight_g_mol=1599.444 lumo_ev=0.49 homo_energy_ev=-8.185 de_lowest_ev=0.000
O -8.6689 5.1880 -0.9714 2.6 0.1 -0.9 -0.29
O -1.1867 0.2491 3.8865 0.5 -0.9 -0.2 1.71
O 3.8813 0.7333 7.8553 -0.6 -0.2 -0.4 -0.39
O 1.2370 1.1202 0.9651 1.5 0.4 0.3 0.40
O -5.8578 -4.8752 -0.9834 -0.1 -1.1 0.5 -0.43
O 1.4988 -5.1696 0.1946 0.2 0.0 0.4 0.06
O 4.8641 -3.9491 -1.1212 0.2 -0.1 0.2 -0.42
O 1.4996 -1.7093 -4.2773 0.2 -0.4 0.1 0.59
O 4.9485 2.3002 -1.7247 -0.7 0.6 0.1 -0.52
O 1.3995 6.2690 2.2551 -0.5 0.2 0.8 0.02
O -0.8960 4.9461 7.0227 -0.8 -0.1 0.7 -0.12
O 4.7051 -2.2305 2.2586 0.4 -0.6 -0.2 0.09
O 4.4217 -0.9233 -4.6720 -0.1 0.7 -0.2 0.42
O -4.4349 2.2849 6.4610 1.6 0.2 -0.5 -0.26
O 6.7609 -4.7106 -8.4683 0.9 0.5 0.9 -0.39
O -3.5068 -2.6356 -5.0143 0.3 -0.3 -0.3 -0.16
O 1.9641 -8.0504 -3.8048 0.3 0.6 0.5 0.05
O -1.8113 -6.8005 -2.6484 -0.4 -0.1 0.2 -0.25
O 4.8816 2.6655 4.2951 -0.1 0.6 0.5 -0.55
O -1.0424 1.3947 -6.1364 -0.1 0.2 -0.8 -0.19
O -1.1972 4.5581 -1.0067 0.0 0.0 -0.6 -0.09
O -6.1296 2.3411 2.1828 0.2 -0.7 -0.2 -0.47
O -3.1747 -1.3484 -0.1448 0.5 -0.2 0.2 0.68
N -6.3219 4.7386 0.3095 -0.1 -0.7 0.7 0.06
N -1.4105 -4.0753 -3.5776 -0.6 -0.8 -0.2 0.05
N 5.1609 -2.7565 -6.4356 0.6 -0.6 0.6 0.17
N 1.7183 -0.5484 3.5705 -1.4 -0.3 -1.0 0.48
N 2.5510 -7.8299 -1.1272 -0.4 1.1 0.5 -0.06
N 4.4333 3.5011 6.9502 0.5 -1.4 1.0 -0.36
N 3.2582 -3.8998 -3.9527 -0.4 -0.4 0.4 0.89
C -4.0561 -2.4770 -6.3145 -0.4 -1.0 0.8 -0.83
C 0.4866 3.0193 2.3016 2.1 0.7 -0.9 1.32
C -1.0260 -4.5586 -2.2607 0.3 0.2 0.3 0.72
C 3.6485 5.7962 1.5622 0.2 -0.1 -0.2 -0.33
C 4.7748 -3.9106 -7.1892 1.2 -0.8 -0.4 -0.37
C -1.4494 6.8681 8.3853 1.3 0.5 -0.2 -1.25
C 1.2977 -0.4911 -4.9247 0.8 0.0 -2.2 0.24
C -1.4338 0.0587 -8.0852 0.2 -1.2 0.0 -0.94
C 4.3166 4.3286 5.7969 -1.7 0.1 -0.9 -1.18
C 3.7999 -1.8512 3.2574 -0.1 1.8 0.1 -1.28
C -4.2475 3.5868 5.9711 0.7 1.5 1.1 1.28
C -0.0294 0.3915 -0.9608 0.8 -0.6 -0.1 -0.51
C -0.4620 2.5986 -4.1969 -0.1 -0.3 0.7 0.31
C -5.1465 -5.8953 -3.0136 0.1 0.5 0.6 -1.41
C 2.0359 -7.5268 0.2146 -0.2 -0.3 -0.8 -0.94
C 2.3850 -6.1578 0.6792 1.1 -0.1 0.6 -0.76
C 5.6323 -3.2364 2.6317 -0.3 -0.4 -0.6 -1.02
C 5.4935 -4.1536 -8.5384 -1.2 0.7 1.3 -1.00
C 2.0727 -9.0958 -1.6654 0.3 2.1 -1.8 -0.34
C -4.2476 4.6702 7.1196 0.2 -0.8 -1.0 -1.47
C -6.0265 -3.8021 -0.0967 -0.3 -0.1 0.4 0.65
C -1.5946 -2.6423 -3.5995 0.0 -0.5 0.0 0.32
C -6.5973 6.0130 -0.2801 1.9 1.2 -0.2 -1.04
C 4.4788 4.2646 -3.0563 -1.0 -0.8 0.4 -1.65
C 1.3557 -2.8230 -5.1540 0.4 -0.9 0.7 -0.15
C 0.6839 5.7896 -1.8661 -0.8 1.4 0.7 -1.33
C 3.4006 1.8982 8.5056 0.2 0.5 -0.9 -0.92
C -5.7909 0.4415 6.8116 -0.4 -0.3 -0.6 -1.38
C 4.9424 -4.6294 -2.3664 -0.1 -0.3 0.5 -1.49
C 3.8036 3.5553 4.5762 1.1 -0.2 0.9 2.17
C 0.3628 7.2284 2.5848 1.0 -0.6 -1.1 -0.73
C 2.5863 6.8463 1.7507 -0.1 0.8 0.5 -0.74
C -2.3100 0.6639 4.6253 -0.5 -0.5 0.4 -1.43
C -1.9835 1.0813 -7.1843 -0.4 1.2 1.7 -0.33
C -2.8786 -1.7659 1.2001 -1.3 -0.7 -0.5 -0.07
C -6.2348 -4.2672 1.3859 0.0 1.7 -1.1 -1.30
C 3.5745 -4.9323 -2.9537 0.1 0.4 0.1 1.29
C -5.7419 1.9287 6.7289 -0.9 1.0 0.0 0.07
C 3.8793 3.2058 -2.0888 1.0 0.2 -0.5 1.45
C 2.5401 -9.1414 -3.1161 -0.7 -0.2 0.2 -0.87
C -0.5844 -0.9131 4.5141 -0.9 0.2 -0.9 -2.00
C -4.0884 -0.2695 -0.3630 -0.3 -1.1 0.0 0.54
C -0.7159 3.5370 6.9758 2.2 1.0 -1.5 -0.82
C -0.3174 5.6246 -0.7452 0.6 0.0 0.5 0.51
C -5.0672 1.5835 2.7535 0.2 0.0 -0.6 0.59
C 1.1908 2.5736 0.9998 -1.7 -1.5 0.2 1.13
C 4.8723 -0.4576 -5.9465 0.7 0.2 0.3 -1.06
C 1.8705 -4.0588 -4.4017 0.2 0.4 0.4 0.09
C -1.6672 -8.2007 -2.4276 -0.4 0.2 0.5 -0.58
C 3.1619 3.0399 7.4798 -0.3 0.1 1.3 0.56
C -4.3345 -0.2549 -1.8569 0.9 1.1 -0.3 -1.03
C -1.8847 -2.9251 1.1640 0.1 0.8 -0.6 -1.34
C 0.1104 0.3733 0.5473 0.6 1.2 -0.6 1.73
C 4.5196 1.8093 3.2875 -0.7 -0.5 -1.1 0.11
C 2.7152 -1.0166 2.5727 -0.3 -0.6 0.0 2.40
C -0.8218 6.5643 3.1747 -1.3 -0.6 -0.4 -0.30
C -2.2634 4.4185 -0.1150 -1.2 -0.5 0.0 0.28
C -5.1799 -4.6339 -2.1934 0.0 1.7 -0.1 0.73
C -6.0723 3.6990 2.5594 -0.8 -0.1 1.0 -0.02
C 4.6341 -1.5594 -6.9739 -0.9 1.4 -0.1 -0.64
C 5.7576 0.6334 -0.1827 0.0 -0.3 0.1 -1.14
C -0.9453 5.4289 8.3649 0.0 0.4 -0.1 -0.38
C 4.5864 1.4174 -0.6562 -0.1 0.3 -1.0 1.94
C 7.6991 -3.7890 -7.8773 0.8 -1.1 -0.8 -0.58
C 1.8385 -3.9069 0.7921 0.6 -1.2 -1.6 -0.38
C -3.0347 3.1685 -0.4395 0.2 -0.5 -1.6 -0.40
C -10.0001 5.2278 -0.8679 -2.8 -0.3 0.5 -0.84
C 2.4543 -7.8857 -5.0973 0.1 -0.7 -0.8 -1.03
C -0.6758 -6.0167 -2.2613 0.2 -1.5 -0.2 -0.57
C -2.1589 -2.2067 -4.9037 0.0 1.0 -0.9 -0.77
C -0.3893 3.2233 5.5054 -0.8 -0.6 0.9 0.03
C -8.0222 6.3398 -0.4712 -0.5 0.0 -1.0 -0.44
C -1.5347 2.3503 -5.2152 -0.2 -1.2 0.9 -0.72
C -6.9531 4.5388 1.6345 1.0 -0.2 -0.2 -1.20
C 4.6799 -2.5659 -1.1493 -0.2 0.6 -0.8 0.52
C 0.5492 -1.4794 3.6888 0.3 0.0 0.2 0.12
C 2.8865 -0.0049 7.1387 0.3 -0.2 1.1 -0.65
C 4.5837 0.1321 -3.7574 1.1 -0.1 1.4 -0.56
H 2.4864 1.7429 9.1060 0.2 -0.3 -0.3 0.38
H 1.1692 4.8992 -2.1070 0.7 -1.6 -0.5 -0.06
H -1.8524 3.2962 -5.6251 -0.1 0.3 -0.8 0.42
H 3.6381 -2.2991 -1.4354 0.2 0.0 0.5 -0.21
H 3.3910 -2.9938 -3.5204 -0.3 0.3 -0.1 -0.34
H 4.7802 -2.8900 -5.5028 0.1 0.1 0.1 0.09
H 3.1972 -0.1979 2.0301 -0.2 0.1 0.4 -0.49
H 5.2603 4.8295 -2.5585 0.0 0.2 0.0 0.40
H -7.1037 5.5336 2.0400 0.0 0.1 0.5 0.51
H 3.7213 -3.8422 -7.3843 -1.0 -0.3 -0.4 0.29
H 5.6609 0.3423 -3.5511 -0.4 0.0 -0.6 0.43
H -0.5410 0.4589 -8.5344 0.3 -0.1 -0.5 0.36
H -2.3505 2.3170 -0.3792 -0.1 0.0 0.0 -0.42
H 2.0666 -0.3832 -5.7499 -0.4 0.2 0.9 -0.36
H 4.2299 2.1544 9.1709 -0.3 0.3 0.0 0.36
H -2.8495 1.4450 4.0727 0.5 -0.1 0.3 -0.46
H 2.1614 -10.0095 -3.6312 0.1 -0.9 0.0 0.50
H 4.2426 -0.1503 -2.7507 -0.5 -0.2 -0.7 -0.78
H 0.1305 -6.2426 -2.9817 0.0 0.2 0.2 0.05
H -0.8925 3.1089 -3.3372 -0.1 0.1 0.2 0.09
H 4.9149 3.7330 -3.8994 0.1 0.0 -0.1 0.36
H 5.5252 -4.1031 -3.1312 0.2 0.3 0.2 0.36
H -0.2944 -0.6179 5.4867 0.6 0.3 1.3 0.61
H -1.7882 -4.4143 -1.4838 -0.2 0.3 -0.1 -0.08
H -1.5446 2.9880 7.3501 -1.1 -0.4 0.2 0.43
H -3.6855 0.6419 0.0197 0.4 0.8 0.2 -0.72
H 2.2116 2.9291 0.8950 0.1 -0.1 0.2 -1.34
H -2.8785 0.7067 -6.6672 -0.2 0.2 -0.3 0.25
H -0.7412 6.3696 4.2374 0.0 0.0 0.2 0.16
H -3.2815 3.6197 5.4767 0.2 -0.2 0.0 -0.45
H -4.8830 0.6457 -2.1980 0.2 -0.4 0.3 0.40
H -1.9979 0.9889 5.6303 -0.3 0.2 -0.2 0.28
H -1.0032 5.5981 2.6736 -0.1 0.4 0.1 -0.36
H 4.9349 2.6207 6.7394 0.0 0.9 -0.1 0.40
H 4.2577 -1.1709 4.0141 0.0 -0.6 -0.2 0.29
H -10.4545 4.4166 -1.4251 0.1 -0.3 -0.1 0.25
H 4.8482 -4.8636 -8.9996 -0.3 -0.6 -0.9 0.46
H -2.4165 1.9256 -4.6987 0.1 0.0 -0.2 0.17
H -2.0360 4.2270 0.9403 0.9 0.8 0.1 -0.53
H -2.1119 -1.0966 -4.9671 0.0 -0.3 0.0 -0.12
H 0.7157 7.9679 3.2794 0.6 0.6 0.2 0.49
H -0.9288 -2.5841 0.7446 -0.2 -0.2 0.0 -0.23
H -0.2817 2.1510 5.3780 0.2 -0.2 -0.1 -0.45
H -3.8345 3.0313 0.2552 -0.6 0.0 0.6 0.20
H 3.4264 -5.9285 0.4116 -0.1 0.2 -0.3 0.20
H 1.2167 -4.3615 -3.5423 0.3 0.6 -0.7 -0.65
H -2.3351 -2.3573 -2.8675 0.0 0.6 0.8 0.52
H -0.1279 -3.9852 -1.9442 -0.4 -0.3 0.0 -0.27
H 2.3108 -7.0181 -1.7361 0.1 -1.2 0.3 -0.19
H 4.0609 2.3226 2.4159 0.3 0.0 0.2 -0.08
H -5.5337 -0.0189 5.8758 0.5 -0.2 -0.5 0.23
H 0.6092 2.9017 0.1261 0.2 0.3 0.1 -0.44
H -3.4931 3.1541 -1.4522 0.4 0.2 0.5 0.27
H -5.0388 -2.9793 -6.2776 0.4 0.4 -0.1 0.23
H -3.4652 -2.9478 -7.0999 0.3 -0.1 0.0 0.32
H -2.5284 -0.9429 1.8165 0.2 0.3 0.1 -0.30
H -2.3097 -4.4840 -3.8453 0.4 -0.2 0.1 0.49
H 3.8928 0.6888 -1.0611 -0.8 0.0 0.2 -0.43
H 2.2579 -1.6331 1.7775 0.0 0.2 0.2 -1.16
H -2.9366 5.2663 -0.2120 -0.1 0.4 0.3 0.64
H 4.1989 5.5862 2.4799 -0.2 -0.2 -0.1 0.23
H 2.8769 2.9853 4.7582 0.2 0.2 -0.2 -0.25
H -0.3747 -6.3886 -1.2651 0.1 0.6 -0.2 0.17
H 3.6417 5.1723 6.0255 0.2 -0.2 -0.1 0.32
H 8.6943 -4.2358 -8.0026 -0.2 0.0 -0.1 0.25
H 6.5150 -2.8486 3.1018 0.5 0.4 0.4 0.24
H 4.1247 1.0845 -4.0531 -0.2 -0.3 -0.2 0.51
H 1.3235 -3.1324 0.2235 -0.1 0.0 0.4 -0.31
H -6.6117 -3.3504 1.9179 0.8 -0.8 -0.1 0.31
H -1.6742 -8.4987 -1.3297 0.6 0.6 -1.0 0.30
H 1.8730 -4.8941 -5.0906 -0.2 -0.3 -0.3 -0.26
H -4.1699 -1.4399 -6.5483 -0.2 0.9 -0.2 0.25
H -6.9013 -3.2414 -0.4223 -0.3 0.3 0.0 0.34
H -2.5936 -8.6740 -2.7864 0.4 0.2 -0.3 0.31
H 2.4893 -8.2177 0.9229 -0.1 -0.3 0.0 0.56
H -2.5113 7.0149 8.1710 0.2 -0.3 0.0 0.23
H 0.3110 -0.6600 0.8627 -0.3 0.3 0.1 -1.14
H -8.4642 6.5645 0.4650 -0.7 0.6 1.1 0.40
H 5.3507 -0.1903 0.4184 0.3 0.4 0.4 -0.21
H 3.6560 4.9016 -3.4415 0.6 -0.1 0.3 0.33
H 3.5599 -5.8922 -3.4658 0.1 -0.2 0.0 0.05
H 2.4924 -9.9023 -1.1308 0.3 -1.0 0.8 0.48
H 1.2335 0.2501 3.1538 0.7 0.3 0.0 -0.81
H 3.1606 4.9017 1.1610 0.2 -0.1 0.2 -0.31
H 5.4909 -5.5042 -2.0530 0.0 -0.6 -0.4 0.39
H -6.4496 3.7570 3.6172 0.1 0.2 -0.7 0.22
H -3.8299 -2.1611 1.6154 0.3 0.3 0.2 0.34
H 1.9509 -7.0773 -5.5547 -0.7 1.1 -0.2 0.21
H -2.1666 -0.2967 -8.8192 0.2 0.4 -0.1 0.38
H -2.2608 -3.7572 0.5864 -0.2 -0.1 -0.4 0.61
H 0.3712 -0.4855 -5.5021 -0.4 0.1 0.4 0.14
H -5.1182 0.5373 2.4169 -0.7 0.2 0.6 0.23
H -5.6953 -3.8198 -2.7652 0.2 -0.4 0.3 0.14
H -6.0676 6.1300 -1.2382 -0.1 -0.6 0.1 0.39
H 0.2930 -3.0119 -5.3160 0.1 0.1 -0.4 -0.54
H -4.9969 1.7070 3.8579 -0.1 -0.3 -0.6 -0.08
H -6.7030 4.0540 -0.3205 0.1 -0.4 -0.2 0.27
H 0.1424 5.3838 0.2028 0.6 0.1 0.4 -0.31
H 4.9566 -2.1752 -0.1501 -0.3 -0.1 -0.7 -0.57
H 0.0195 -1.7336 2.7466 0.9 0.0 -0.1 -0.15
H 0.6470 4.1143 2.3269 -0.5 -0.4 0.3 -0.14
H 6.1485 0.1185 -1.0574 0.7 0.2 0.0 0.37
H 4.3879 6.1141 0.8167 -0.2 0.1 0.1 0.45
H 1.4523 6.5058 -1.5487 -0.2 0.0 -0.1 0.39
H 5.9381 -0.2071 -5.8542 0.2 -0.3 -0.1 0.50
H -8.0810 7.2113 -1.1623 -0.4 -0.4 0.4 0.41
H -0.7755 -8.5739 -2.9725 -0.4 -0.1 0.4 0.06
H -3.0240 -0.1777 4.7952 0.3 0.3 -0.2 0.50
H 1.9056 -2.7499 -6.1331 -0.4 0.5 0.9 0.57
H -0.1397 1.3799 -1.4494 -0.1 -0.5 0.5 -0.31
H -5.1264 0.1084 7.6020 0.1 -0.1 0.0 0.31
H 1.3471 0.3622 -4.2530 0.1 -0.3 0.2 -0.63
H -5.2959 -4.6617 1.7511 0.1 0.1 0.5 0.27
H 3.5179 -7.6498 -5.1909 0.2 -0.3 0.4 0.45
H -3.4952 4.4714 7.9037 -0.7 -0.4 -0.2 0.11
H -7.9214 4.0378 1.6221 -0.2 0.0 -0.3 0.20
H 2.4863 0.4267 6.2349 0.0 0.6 -0.3 0.20
H 5.2446 4.7424 5.4588 0.8 0.2 0.2 0.48
H 0.8913 -2.4123 4.1674 -0.2 0.2 -0.2 0.57
H -4.8956 -1.1302 -2.1129 -0.3 -0.5 -0.4 0.35
H -0.6048 -2.2160 -3.4499 -0.2 0.5 0.3 -0.50
H -0.0283 1.6503 -3.8292 -0.2 0.6 -0.3 -0.63
H 4.1293 1.9815 0.1383 -0.4 0.3 0.4 -0.47
H 5.4591 -3.2158 -9.0872 0.3 0.2 -0.5 0.41
H 5.9348 -3.8332 1.7736 0.0 0.5 -0.6 0.16
H 2.2027 -8.7346 -5.7514 0.3 -0.2 0.3 0.32
H -5.0517 -0.4342 0.1476 0.2 -0.2 0.1 0.30
H 0.9993 -9.1254 -1.7103 -0.8 -0.4 0.4 0.02
H -1.6264 4.8554 9.0034 0.2 -0.5 -0.1 0.39
H -0.8265 7.4392 7.6819 -0.5 -0.1 -0.2 0.29
H 3.5263 -1.5968 -7.1327 0.3 -0.2 -0.1 0.15
H -6.0373 2.2532 7.7362 -0.2 0.6 -0.2 0.30
H 3.5127 3.6957 -1.1746 -0.2 -0.1 -0.2 -0.35
H -4.5540 -5.7351 -3.8979 -0.2 0.1 -0.7 0.36
H 7.6799 -2.8883 -8.4782 0.0 0.6 0.2 0.28
H 7.6011 -3.5908 -6.8132 -0.6 0.0 -0.1 0.19
H 3.3562 -0.9348 6.8698 0.2 -0.4 -0.2 0.31
H 0.2929 3.2549 -4.5945 0.6 0.1 -0.2 0.51
H 3.6177 -9.1442 -3.1451 0.6 0.2 -0.2 0.37
H -0.8461 -0.2874 -1.1893 -0.3 0.1 -0.5 -0.05
H -6.1341 -6.3135 -3.1746 -0.1 0.2 -0.4 0.41
H 0.4930 3.7020 5.0945 0.0 0.4 0.3 0.37
H 2.8609 -5.0036 -2.0858 0.2 0.2 -0.7 -0.76
H 2.4434 -6.2798 1.7799 -0.6 0.8 0.0 0.56
H 2.9155 7.6764 2.4088 0.0 -0.4 -0.1 0.44
H 2.3813 7.3061 0.7967 -0.3 0.3 -0.6 0.37
H -1.3603 -1.6977 4.6221 0.2 0.2 -0.1 0.41
H -6.3286 2.4907 5.9339 -0.3 -1.2 0.9 0.20
H -4.1208 1.8518 2.2691 0.2 0.6 0.3 -0.38
H 3.3604 -2.6920 3.7654 -0.1 -0.7 0.3 0.58
H 0.1275 6.1936 -2.7082 0.3 -0.1 -0.4 0.48
H -0.5404 2.7279 2.2613 -0.7 -0.1 0.2 -0.12
H 3.0431 2.6930 -2.6215 0.4 0.0 0.6 -0.21
H -4.9876 3.8829 5.2107 -0.1 -0.3 0.3 -0.27
H -10.3259 5.1038 0.1772 -0.1 0.2 0.0 0.33
H -2.1923 2.0364 -7.6893 -0.3 -0.3 -0.1 0.43
H -0.7458 0.8026 1.0303 -0.9 -0.2 0.5 -0.28
H 2.6374 3.8364 8.0468 0.3 0.0 -0.4 0.22
H 3.7850 1.0887 3.6243 -0.3 -0.3 0.2 -0.29
H 4.4101 0.5236 -6.1028 -0.4 -0.3 -0.7 0.49
H -0.7550 6.6191 -0.6158 -0.9 -0.1 0.0 0.45
H 6.4787 1.2594 0.3634 0.0 -0.5 -0.3 0.36
H 1.6260 -3.9728 1.8309 -0.6 0.4 1.1 0.83
H 0.9374 -7.5812 0.3122 0.0 -0.4 -0.2 0.16
H 5.2840 -2.1237 -1.9724 0.1 0.0 0.6 0.58
H 2.9163 -3.8002 0.6816 0.2 0.5 0.0 0.15
H -1.1865 7.3538 9.3295 -0.4 -0.3 0.2 0.41
H -4.5933 -6.5974 -2.4520 0.6 -1.1 0.7 0.24
H -7.0052 -4.9983 1.5515 -0.3 -0.5 -0.5 0.40
H -1.1729 -0.8367 -7.5077 0.2 0.2 0.0 -0.01
H -1.2745 3.4971 4.9498 0.0 0.2 -0.6 -0.02
H 1.0041 2.5873 3.1731 -0.3 0.0 -0.3 -0.82
H -3.9328 5.6398 6.7297 -0.3 0.0 -0.3 0.42
H 4.9840 -4.8095 -6.6059 -0.2 0.0 0.2 0.39
H 3.7342 4.2061 3.7301 -0.7 0.4 -0.5 -1.29
H 0.0878 5.3437 8.7597 -0.5 0.2 0.2 0.31
H -5.1669 -3.1157 -0.1695 0.0 -0.1 0.2 -0.46
H -3.3541 -0.2746 -2.3896 -0.7 0.0 0.3 -0.08
H 5.2005 -4.0023 3.2521 -0.5 -0.1 0.8 0.44
H 5.0739 -1.3484 -7.9691 -0.1 0.2 0.6 0.46
H -6.7895 0.0945 6.9984 -0.6 -0.1 0.5 0.44
H 2.0737 -0.2365 7.8320 -0.3 0.0 -0.1 0.39
H -1.5435 -2.5931 -5.7289 -0.3 -0.1 -0.1 0.55
H -5.0352 3.9994 2.5788 0.5 0.5 -0.2 0.26
H -1.7012 -3.3365 2.1388 0.1 0.1 0.7 0.65
H 0.0667 7.7026 1.6475 0.1 0.3 -0.1 0.41
H -10.4559 6.1281 -1.2670 0.0 0.5 -0.1 0.32
H -4.1596 -4.2330 -1.9462 -0.5 -0.4 -0.4 -0.19
H -1.6951 7.2272 2.9646 0.4 -0.6 0.4 0.37
H -5.2779 4.7085 7.4681 0.2 0.3 0.6 0.54
H 5.3821 1.2732 2.9522 0.6 -0.4 -0.3 0.42
H -6.1198 6.8239 0.3075 -0.3 -0.3 0.1 0.37
H 0.1506 3.2688 7.5826 0.2 -0.1 0.3 0.41
H 2.4626 2.7163 6.6928 0.0 -0.2 0.2 -0.52
H 0.9112 -0.0817 -1.3085 -0.5 0.3 -0.3 0.34